1.
# C4H11N2S2

An isolated ion of composition C4H11N2S2 and charge +1 (ωB97M-V/def2-TZVPD, the Open Molecules 2025 dataset).

```
19
Properties=species:S:1:pos:R:3:forces:R:3:mulliken_charge:R:1
C -1.7887 0.4455 0.7538 -2.6038 0.1909 -1.4241 -0.970
N -0.5107 0.4360 0.0495 -0.0330 -1.5102 1.5082 -0.127
C -0.4258 -0.2760 -1.2082 1.5434 -0.8574 0.3167 -0.556
C 1.0683 -0.0959 -1.4708 0.1012 1.1661 0.9764 -0.551
N 1.6529 -0.3096 -0.0750 1.3553 0.4084 -0.1875 -0.002
C 0.5120 -0.1926 0.9095 0.2704 3.3095 0.0757 -0.258
S 1.0452 1.1377 2.1174 -0.0647 -0.5230 0.3985 -0.133
S 0.2317 -1.7727 1.7163 -0.3799 -0.3661 0.1280 -0.098
H -2.2666 -0.5584 0.4951 0.2078 1.1148 1.3409 0.377
H -1.6567 0.7521 1.7953 0.0530 -0.8609 -0.0526 0.349
H -2.5721 1.2288 0.4030 1.7218 -1.1094 -0.1093 0.273
H -0.8768 0.3094 -1.9309 -1.5629 0.7900 -1.5981 0.420
H -0.7100 -1.4114 -1.3242 0.1906 2.0253 0.6990 0.325
H 1.3301 -0.7375 -2.2847 1.1952 -0.6281 0.0342 0.383
H 1.4847 0.9213 -1.5681 -1.2894 -0.1976 -1.2203 0.297
H 1.9721 -1.2573 0.0148 0.9410 -0.5015 0.2009 0.403
H 2.3969 0.4498 0.2040 -1.4718 -2.1242 -0.7199 0.449
H 0.7016 2.2347 1.3991 -0.0317 -0.5097 -0.1378 0.208
H 1.2248 -1.6756 2.6293 -0.1425 0.1831 -0.2292 0.211
```
Positions in Å, forces in eV/Å.

2S+1 = 1
relative energy (zero: lowest compared OMol25 entry of this formula, charge and spin) = 138.8 kJ/mol
E_HOMO = -13.7 eV
LUMO energy = -3.31 eV
charge = +1
calculated total energy = -1064.58038 Eh


2.
# C5H7F5N2S

A single C5H7F5N2S molecule (ωB97M-V/def2-TZVPD, the Open Molecules 2025 dataset).

```
20
Properties=species:S:1:pos:R:3:forces:R:3:mulliken_charge:R:1
C -0.4047 -0.1535 2.5178 0.0774 0.2882 -0.3422 -0.940
N -0.7842 -0.6419 1.2104 0.8098 -0.7068 -1.6654 -0.221
C -2.1827 -1.0191 1.1041 -0.5503 0.2460 1.0115 -0.880
N -0.3213 0.1378 0.1135 1.0421 -0.2994 -0.9736 -0.007
C 0.3217 -0.3702 -1.0408 -2.4403 -2.1498 1.8986 -0.233
S 0.3270 -1.9978 -1.3285 0.4365 1.0219 -0.0465 -0.200
C 0.7946 0.6123 -2.1117 -1.2089 -0.1577 -0.5134 0.872
F 0.0763 1.7623 -1.9686 0.6149 0.1421 0.0404 -0.286
F 0.5676 0.2038 -3.4128 0.5430 0.1466 1.7824 -0.258
C 2.2803 0.8767 -1.8912 2.6860 0.6897 0.1820 0.619
F 2.4958 1.1842 -0.5731 -0.5008 0.1366 -1.1845 -0.246
F 3.0784 -0.1958 -2.1287 -1.2008 0.9880 -0.2161 -0.223
F 2.7365 1.9210 -2.6564 -0.7387 -1.2717 0.9325 -0.240
H -0.6892 -0.8606 3.2888 -0.3201 -0.2214 -0.1053 0.321
H 0.6605 -0.0325 2.6261 0.4583 0.0234 -0.3242 0.305
H -0.8735 0.8021 2.7324 -0.2585 0.4257 0.2502 0.368
H -2.3582 -1.9189 1.7353 0.1232 0.6311 -0.3577 0.316
H -2.5142 -1.2536 0.1031 0.4151 -0.0708 -0.3497 0.297
H -2.8276 -0.1890 1.4718 0.0696 -0.3839 -0.0765 0.312
H -0.3833 1.1328 0.2086 -0.0576 0.5223 0.0577 0.324
```
Positions in Å, forces in eV/Å.

2S+1 = 1
relative energy (zero: lowest compared OMol25 entry of this formula, charge and spin) = 0.0 kJ/mol
E_HOMO = -8.8 eV
LUMO energy = -0.15 eV
calculated total energy = -1201.70154 Eh


| no. | frontier orbital gap (eV) |
| --- | --- |
| 1 | 10.356 |
| 2 | 8.669 |